[1]
Here is C32H37N7O14P2STeTi as an isolated structure in a non-equilibrium geometry from OMol25. Energies are from ωB97M-V with the def2-TZVPD basis set.

2S+1	2
energy relative to the best compared isomer or geometry (same formula, charge and spin)	11.6	kcal per mole
expectation value of S²	0.775
HOMO level (spin up / spin down)	-4.362 / -4.370	eV
frontier orbital gap (spin up / spin down)	0.178 / 0.180	Ha
maximum force	0.0887	Eh/bohr
net charge	-1

```
95
Properties=species:S:1:pos:R:3:lowdin_spin:R:1
Ti 1.296 -0.742 0.335 0.02
N -2.082 -1.675 -2.533 0.00
C -1.015 -2.515 -1.818 0.00
C -1.185 -3.972 -2.238 0.00
P -1.410 -2.199 -0.004 0.00
O -0.978 -3.516 0.779 0.00
O -2.888 -2.033 -0.024 0.00
O -0.640 -0.971 0.486 0.00
P 0.576 -1.756 -2.485 0.00
O 1.681 -2.888 -2.434 0.00
O 0.203 -1.362 -3.865 0.00
O 0.928 -0.595 -1.564 0.00
H -2.666 -2.272 -3.113 0.00
H -1.579 -1.021 -3.156 0.00
H -2.683 -1.266 -1.800 0.00
H -2.185 -4.329 -1.977 0.00
H -0.464 -4.619 -1.749 0.00
H -1.029 -4.061 -3.316 0.00
H -0.161 -3.932 0.446 0.00
H 1.621 -3.507 -1.687 0.00
C -1.469 9.398 -0.338 0.00
C -0.948 7.981 -0.318 0.00
C -1.632 6.949 -0.943 0.00
C -1.167 5.636 -0.897 0.00
C -1.962 4.560 -1.602 0.00
C 0.002 5.318 -0.185 0.00
Te 0.652 3.181 -0.055 0.00
N 1.967 1.146 0.119 0.01
C 3.159 0.694 -0.065 0.00
O 3.266 -0.636 -0.048 0.00
C 4.418 1.473 -0.252 0.00
C 5.634 0.847 0.013 0.00
C 6.827 1.530 -0.179 0.00
C 6.811 2.844 -0.628 0.00
C 5.600 3.473 -0.884 0.00
C 4.405 2.790 -0.699 0.00
C 0.910 3.372 2.041 0.00
C 2.127 2.998 2.602 0.00
C 2.351 3.097 3.966 0.00
C 1.348 3.587 4.789 0.00
C 0.129 3.947 4.237 0.00
C -0.124 3.838 2.869 0.00
C -1.496 4.210 2.365 0.00
C 0.734 6.369 0.390 0.00
C 2.052 6.154 1.099 0.00
C 0.243 7.674 0.325 0.00
H -2.425 9.457 -0.861 0.00
H -0.766 10.069 -0.837 0.00
H -1.613 9.772 0.678 0.00
H -2.552 7.171 -1.479 0.00
H -2.786 4.995 -2.171 0.00
H -2.373 3.848 -0.882 0.00
H -1.328 3.995 -2.288 0.00
H 5.628 -0.178 0.358 0.00
H 7.771 1.035 0.018 0.00
H 7.742 3.380 -0.775 0.00
H 5.579 4.499 -1.230 0.00
H 3.457 3.263 -0.919 0.00
H 2.915 2.610 1.970 0.00
H 3.299 2.770 4.376 0.00
H 1.508 3.674 5.857 0.00
H -0.665 4.308 4.883 0.00
H -2.222 4.151 3.178 0.00
H -1.807 3.526 1.574 0.00
H -1.509 5.222 1.956 0.00
H 2.554 5.257 0.737 0.00
H 1.906 6.028 2.176 0.00
H 2.710 7.012 0.943 0.00
H 0.812 8.475 0.793 0.00
N -2.444 -1.823 2.986 0.00
C -1.424 -1.003 3.364 0.00
N -0.356 -1.611 3.941 0.00
S -1.550 0.655 3.311 0.00
H -2.235 -2.786 2.771 0.00
H -3.117 -1.401 2.367 0.00
H -0.152 -2.571 3.713 0.00
H 0.430 -1.003 4.101 0.00
O 5.809 -5.941 3.732 0.00
N 5.570 -4.757 3.859 0.00
O 6.144 -4.015 4.627 -0.01
C 4.499 -4.175 3.016 0.01
C 3.884 -4.974 2.105 0.09
C 2.884 -4.426 1.295 0.01
C 2.502 -3.078 1.388 0.02
O 1.609 -2.553 0.611 0.01
C 3.154 -2.295 2.409 0.00
C 4.156 -2.841 3.188 0.11
N 2.822 -0.951 2.634 0.30
O 3.521 -0.225 3.363 0.36
O 1.662 -0.472 2.167 0.07
N 2.268 -5.342 0.348 0.00
O 1.313 -4.955 -0.346 0.00
O 2.690 -6.474 0.269 0.00
H 4.162 -6.009 1.995 0.00
H 4.652 -2.223 3.920 0.01
```

[2]
Here is an isolated ion of composition C6H12N and charge +1 from OMol25. Energies are from ωB97M-V with the def2-TZVPD basis set.

SMILES	C=C[C@@]1(C)C[N@@H+]1C
energy relative to the best compared isomer or geometry (same formula, charge and spin)	28.1	kcal per mole
HOMO level	-14.560	eV
frontier orbital gap	0.429	Ha
maximum force	0.0181	Eh/bohr
net charge	+1

```
19
Properties=species:S:1:pos:R:3:lowdin_charge:R:1
C -0.397 1.403 -2.277 0.08
C -0.296 0.244 -1.651 -0.11
C 0.259 0.075 -0.277 -0.40
C 1.486 -0.795 -0.216 0.01
C 0.003 1.099 0.759 0.03
N -0.783 -0.135 0.777 -0.03
C -0.686 -1.103 1.860 0.02
H -0.775 1.460 -3.282 0.08
H -0.088 2.334 -1.830 0.08
H -0.573 -0.680 -2.139 0.12
H 1.960 -0.785 0.760 0.09
H 2.207 -0.420 -0.940 0.11
H 1.245 -1.820 -0.490 0.10
H 0.706 1.208 1.575 0.15
H -0.533 2.006 0.517 0.14
H -1.741 -0.040 0.439 0.20
H 0.328 -1.141 2.249 0.10
H -1.360 -0.819 2.668 0.12
H -0.963 -2.093 1.499 0.12
```

[3]
Here is a 2-piece molecular cluster, C3H4P2 overall in a non-equilibrium geometry from OMol25. Energies are from ωB97M-V with the def2-TZVPD basis set.

SMILES	C#CP.C#P
energy relative to the best compared isomer or geometry (same formula, charge and spin)	65.8	kcal per mole
HOMO level	-9.156	eV
frontier orbital gap	0.360	Ha
maximum force	0.0557	Eh/bohr

```
9
Properties=species:S:1:pos:R:3:lowdin_charge:R:1
C 1.900 -0.858 0.327 0.00
C 1.148 0.069 0.025 -0.52
P 0.802 1.745 -0.525 0.75
H 2.365 -1.863 0.483 0.05
H 0.286 2.284 0.570 -0.16
H -0.351 1.527 -1.320 -0.12
C -1.940 -1.101 0.066 -0.57
P -3.062 -0.094 0.084 0.69
H -1.148 -1.710 0.291 -0.11
```

[4]
Here is one molecule with the formula C21H14IN3O3 in a non-equilibrium geometry from OMol25. Energies are from ωB97M-V with the def2-TZVPD basis set.

SMILES	O=C(Nc1ccccn1)c1cc2ccc(O)cc2o/c1=N\c1ccc(I)cc1
HOMO level	-8.308	eV
frontier orbital gap	0.280	Ha
maximum force	0.0671	Eh/bohr

```
42
Properties=species:S:1:pos:R:3:lowdin_charge:R:1
O -3.069 -1.251 -0.438 0.05
C -1.937 -0.806 -0.563 -0.37
N -1.418 -0.667 -1.864 0.15
C -2.080 -0.698 -3.100 -0.30
C -3.231 -1.432 -3.369 -0.02
C -3.855 -1.377 -4.616 -0.05
C -3.243 -0.521 -5.548 -0.10
C -2.055 0.107 -5.264 -0.14
N -1.495 0.069 -4.023 0.11
C -1.110 -0.599 0.649 -0.03
C -1.723 -0.666 1.870 0.09
C -0.951 -0.442 3.085 -0.16
C -1.550 -0.383 4.329 -0.02
C -0.786 -0.156 5.473 -0.03
C 0.582 0.020 5.434 -0.31
O 1.293 0.219 6.595 0.05
C 1.231 -0.057 4.198 0.10
C 0.444 -0.292 3.006 -0.14
O 1.086 -0.296 1.797 0.10
C 0.308 -0.198 0.661 -0.20
N 0.817 0.231 -0.472 0.14
C 2.096 0.696 -0.610 -0.29
C 2.675 1.676 0.218 -0.01
C 3.984 2.143 -0.019 -0.15
C 4.701 1.709 -1.125 -0.63
I 6.713 2.568 -1.565 0.69
C 4.127 0.756 -1.966 -0.13
C 2.829 0.251 -1.691 -0.01
H -0.519 -0.183 -1.869 0.10
H -3.706 -2.035 -2.591 0.11
H -4.777 -1.986 -4.818 0.12
H -3.661 -0.388 -6.544 0.10
H -1.551 0.699 -6.039 0.11
H -2.769 -0.994 1.961 0.14
H -2.635 -0.520 4.394 0.13
H -1.345 -0.137 6.398 0.11
H 0.782 -0.053 7.389 0.13
H 2.309 0.070 4.087 0.13
H 2.106 2.072 1.032 0.11
H 4.422 2.866 0.690 0.10
H 4.672 0.401 -2.842 0.10
H 2.290 -0.416 -2.334 0.11
```

[5]
Here is a 2-piece molecular cluster, C2H8N2 overall in a non-equilibrium geometry from OMol25. Energies are from ωB97M-V with the def2-TZVPD basis set.

SMILES	C=CN.N
energy relative to the best compared isomer or geometry (same formula, charge and spin)	15.5	kcal per mole
HOMO level	-8.323	eV
frontier orbital gap	0.342	Ha
maximum force	0.0385	Eh/bohr

```
12
Properties=species:S:1:pos:R:3:lowdin_charge:R:1
C -0.215 -0.795 2.081 -0.04
C 0.423 -0.694 0.910 -0.29
N 0.059 -1.536 -0.165 0.03
H -0.823 -1.686 2.196 0.05
H -0.193 0.005 2.802 0.04
H 0.945 0.242 0.746 0.09
H 0.692 -1.507 -0.942 0.07
H -0.257 -2.437 0.108 0.07
N -0.203 2.579 -2.133 0.02
H 0.434 2.531 -2.897 -0.01
H -0.245 1.661 -1.700 0.00
H -1.115 2.886 -2.408 0.00
```

[6]
Here is one molecule with the formula C6H11ClN2O in a non-equilibrium geometry from OMol25. Energies are from ωB97M-V with the def2-TZVPD basis set.

SMILES	CC1(C)CC/C(=N/Cl)N1O
HOMO level	-8.971	eV
frontier orbital gap	0.355	Ha
maximum force	0.0803	Eh/bohr

```
21
Properties=species:S:1:pos:R:3:lowdin_charge:R:1
C -0.015 -0.612 -1.627 -0.04
C -0.066 -0.170 -0.222 -0.49
C -1.263 0.813 -0.079 0.00
C 1.257 0.589 0.246 -0.10
C 1.310 0.212 1.719 -0.10
C 0.674 -1.168 1.849 -0.37
N 0.995 -1.969 2.775 -0.35
Cl 0.339 -3.568 2.979 0.52
N -0.190 -1.356 0.694 -0.09
O -1.466 -1.881 0.842 -0.03
H -1.050 -0.725 -1.941 0.09
H 0.435 -1.482 -1.849 0.05
H 0.362 0.220 -2.227 0.10
H -0.962 1.367 0.760 0.06
H -2.095 0.199 0.118 0.06
H -1.344 1.324 -1.005 0.08
H 1.428 1.628 0.004 0.12
H 2.072 0.076 -0.280 0.12
H 0.597 0.785 2.130 0.07
H 2.353 0.213 2.094 0.14
H -1.397 -2.750 0.329 0.15
```